# 1
Entry from the Open Molecules 2025 dataset: an isolated molecule of C5H5N3O6 at a distorted geometry (ωB97M-V/def2-TZVPD).

The geometry in XYZ format:
```
19
C5H5N3O6 | the Open Molecules 2025 dataset | ωB97M-V/def2-TZVPD
C 0.75 -0.07 0.24
C -0.60 -0.33 -0.32
C 1.89 0.30 -0.91
C 3.25 0.29 -0.52
C -1.70 -0.64 0.69
N 1.14 0.05 1.40
N 3.98 1.48 -0.18
N 3.88 -1.00 -0.33
O -0.81 -0.42 -1.49
O 3.44 2.56 -0.50
O 5.09 1.40 0.29
O 5.08 -1.08 -0.23
O 3.13 -1.97 -0.13
O 2.09 0.38 2.03
H 1.39 -0.53 -1.56
H 1.47 1.29 -1.06
H -2.52 -0.91 0.13
H -2.05 0.28 1.14
H -1.22 -1.38 1.48
```

Properties
energy above the lowest of the compared OMol25 structures with the same formula, charge and spin = 241.3 kJ/mol
2S+1 = 1
gap between HOMO and LUMO (spin up / spin down) = 8.3592 / 7.3057 eV
HOMO energy (spin up / spin down) = -10.4 / -10.5 eV
F_max = 3.718 eV/Å

---

# 2
Entry from the Open Molecules 2025 dataset: the ion C4H9NO with charge -1 at a distorted geometry (ωB97M-V/def2-TZVPD).

The geometry in XYZ format:
```
15
C4H9NO | the Open Molecules 2025 dataset | ωB97M-V/def2-TZVPD
C -0.13 -2.05 0.70
C -0.56 -0.69 0.17
N 0.45 0.37 0.10
C -0.09 1.61 0.69
C 0.66 0.61 -1.35
O -1.78 -0.46 0.01
H -1.02 -2.68 0.88
H 0.51 -2.77 0.19
H 0.45 -1.92 1.63
H -1.11 1.84 0.37
H 0.38 2.39 0.06
H 0.18 1.83 1.72
H 1.37 1.43 -1.55
H 1.03 -0.27 -1.84
H -0.35 0.76 -1.79
```

Properties
charge = -1
energy above the lowest of the compared OMol25 structures with the same formula, charge and spin = 70.6 kJ/mol
2S+1 = 2
gap between HOMO and LUMO (spin up / spin down) = 3.6080 / 7.9329 eV
HOMO energy (spin up / spin down) = 1.0 / -3.6 eV
F_max = 3.026 eV/Å

---

# 3
Entry from the Open Molecules 2025 dataset: a structure of composition C14H15AuBN7OS at a distorted geometry (ωB97M-V/def2-TZVPD).

The geometry in XYZ format:
```
40
C14H15AuBN7OS | the Open Molecules 2025 dataset | ωB97M-V/def2-TZVPD
Au 0.79 -0.19 -1.03
N 4.26 2.40 -1.23
C 3.04 1.80 -1.24
S 3.06 0.07 -1.48
N 2.00 2.52 -1.11
N 0.80 1.81 -1.12
C -0.25 2.54 -1.03
C -1.61 2.14 -0.89
C -2.56 3.16 -0.67
C -3.87 2.87 -0.38
C -4.24 1.52 -0.28
C -3.34 0.51 -0.53
C -2.01 0.79 -0.90
O -1.25 -0.20 -1.27
H 5.09 1.85 -1.23
H 4.31 3.39 -1.03
H -0.04 3.61 -1.01
H -2.23 4.19 -0.72
H -4.58 3.65 -0.20
H -5.26 1.27 -0.02
H -3.63 -0.53 -0.48
B 0.66 -2.81 1.62
N 0.56 -1.34 2.12
C 0.44 -1.00 3.41
C 0.47 0.38 3.51
C 0.62 0.81 2.19
N 0.67 -0.24 1.36
N 0.65 -3.02 0.03
C 0.57 -4.27 -0.45
C 0.63 -4.26 -1.83
C 0.76 -2.92 -2.15
N 0.77 -2.20 -1.03
H 1.71 -3.28 2.02
H -0.29 -3.42 2.05
H 0.34 -1.76 4.17
H 0.40 0.98 4.40
H 0.69 1.81 1.80
H 0.47 -5.09 0.24
H 0.59 -5.10 -2.50
H 0.83 -2.43 -3.11
```

Properties
energy above the lowest of the compared OMol25 structures with the same formula, charge and spin = 0.0 kJ/mol
2S+1 = 1
gap between HOMO and LUMO = 7.0563 eV
HOMO energy = -8.1 eV
F_max = 1.550 eV/Å

---

# 4
Entry from the Open Molecules 2025 dataset: a cluster of 2 separate species, C3H9N2S in total at a distorted geometry (ωB97M-V/def2-TZVPD).

The geometry in XYZ format:
```
15
C3H9N2S | the Open Molecules 2025 dataset | ωB97M-V/def2-TZVPD
C 0.76 0.99 -0.04
C 1.62 -1.24 0.35
C 0.92 -0.20 0.72
N 1.75 1.70 -0.58
N -2.46 -0.64 -0.15
S -0.78 1.80 0.14
H -1.88 -1.36 -0.47
H 2.16 -1.28 -0.58
H 1.57 -2.11 0.99
H 0.16 -0.25 1.55
H 2.57 1.26 -0.90
H 1.42 2.50 -0.95
H -2.89 -0.31 -1.04
H -1.83 0.14 0.35
H -3.09 -1.01 0.63
```

Properties
charge = +1
energy above the lowest of the compared OMol25 structures with the same formula, charge and spin = 128.5 kJ/mol
2S+1 = 1
gap between HOMO and LUMO = 8.7512 eV
HOMO energy = -12.9 eV
F_max = 4.303 eV/Å

---

# 5
Entry from the Open Molecules 2025 dataset: the ion C4H5NO5PS2 with charge -1 at a distorted geometry (ωB97M-V/def2-TZVPD).

The geometry in XYZ format:
```
18
C4H5NO5PS2 | the Open Molecules 2025 dataset | ωB97M-V/def2-TZVPD
C 1.67 -1.34 1.72
O 0.79 -0.24 1.60
P -0.70 -0.36 0.95
O -1.71 0.52 1.53
N -0.27 0.45 -0.58
C -0.99 1.50 -1.13
O -2.11 1.95 -0.56
C -0.50 1.77 -2.34
O 0.68 1.11 -2.51
C 0.79 0.24 -1.43
O 1.78 -0.45 -1.29
S -1.07 -2.44 1.82
S -1.03 -2.03 -0.31
H 2.35 -0.94 2.64
H 2.44 -1.44 0.84
H 1.22 -2.18 2.02
H -2.44 1.32 0.05
H -0.89 2.56 -3.03
```

Properties
charge = -1
energy above the lowest of the compared OMol25 structures with the same formula, charge and spin = 130.0 kJ/mol
2S+1 = 1
gap between HOMO and LUMO = 7.4801 eV
SMILES = COP1([O-])(n2c(O)coc2=O)SS1
HOMO energy = -4.3 eV
F_max = 7.013 eV/Å

---

# 6
Entry from the Open Molecules 2025 dataset: a cluster of 6 separate species, C39H39Cl2N2O21S in total at a distorted geometry (ωB97M-V/def2-TZVPD).

The geometry in XYZ format:
```
104
C39H39Cl2N2O21S | the Open Molecules 2025 dataset | ωB97M-V/def2-TZVPD
C 1.83 -5.12 -3.72
C 2.82 -4.04 -3.33
O 3.14 -3.94 -2.23
N 3.30 -3.25 -4.33
C 3.32 -1.83 -4.05
C 1.93 -1.15 -4.07
C 1.44 -1.03 -2.62
C 0.13 -0.31 -2.41
N -1.13 -1.09 -2.69
S -1.18 -2.66 -1.84
C -1.50 -1.13 -4.14
Cl -2.56 0.32 -4.33
C -2.27 -2.40 -4.61
C -1.34 -3.52 -5.07
Cl -3.17 -1.93 -6.12
H 2.38 -6.04 -3.80
H 1.41 -4.89 -4.69
H 1.03 -5.20 -3.01
H 2.88 -3.48 -5.21
H 3.82 -1.64 -3.12
H 3.91 -1.37 -4.82
H 2.09 -0.15 -4.46
H 1.30 -1.76 -4.70
H 2.18 -0.44 -2.12
H 1.50 -2.01 -2.16
H 0.08 -0.05 -1.37
H 0.06 0.61 -2.95
H -1.88 -0.56 -2.23
H -0.36 -3.48 -2.53
H -0.68 -0.96 -4.81
H -3.04 -2.73 -3.95
H -0.34 -3.15 -5.21
H -1.32 -4.30 -4.33
H -1.70 -3.91 -6.00
C -0.70 2.39 1.40
C -0.44 3.41 2.22
C -0.46 4.83 1.74
O -0.24 5.72 2.55
C -0.73 5.08 0.34
C -0.98 4.06 -0.48
C -1.00 2.64 0.00
O -1.25 1.75 -0.79
O -1.24 4.24 -1.77
O -0.16 3.23 3.50
H -0.69 1.37 1.73
H -0.72 6.11 0.00
H -1.39 3.36 -2.14
H -0.02 4.12 3.88
C -6.65 3.87 2.35
C -5.69 3.34 1.58
C -4.27 3.25 2.04
O -3.44 2.73 1.29
C -3.93 3.78 3.34
C -4.89 4.31 4.12
C -6.32 4.38 3.67
O -7.14 4.86 4.42
O -4.63 4.81 5.31
O -5.94 2.86 0.37
H -7.68 3.93 2.03
H -2.90 3.72 3.66
H -5.48 5.13 5.66
H -5.09 2.54 0.03
C 0.68 9.74 -0.33
C 1.64 10.65 -0.15
C 2.78 10.43 0.81
O 3.63 11.29 0.91
C 2.79 9.19 1.57
C 1.83 8.28 1.40
C 0.71 8.49 0.42
O -0.13 7.61 0.28
O 1.81 7.15 2.07
O 1.66 11.80 -0.80
H -0.13 9.89 -1.02
H 3.60 9.05 2.27
H 1.00 6.67 1.78
H 2.45 12.27 -0.49
C 0.32 -7.24 1.58
C 0.14 -8.54 1.29
C -0.62 -8.97 0.07
O -0.73 -10.15 -0.17
C -1.19 -7.93 -0.79
C -1.01 -6.65 -0.48
C -0.23 -6.22 0.72
O -0.10 -5.02 0.91
O -1.51 -5.65 -1.22
O 0.62 -9.51 2.04
H 0.86 -6.91 2.45
H -1.75 -8.25 -1.66
H -1.22 -4.84 -0.75
H 0.36 -10.34 1.61
C 2.33 -3.50 3.42
C 3.33 -2.63 3.57
C 4.49 -2.90 4.48
O 5.37 -2.08 4.56
C 4.48 -4.14 5.25
C 3.48 -5.01 5.10
C 2.34 -4.75 4.17
O 1.46 -5.58 4.06
O 3.43 -6.15 5.78
O 3.37 -1.48 2.92
H 1.49 -3.32 2.76
H 5.31 -4.32 5.92
H 2.61 -6.59 5.49
H 4.19 -1.04 3.20
```

Properties
charge = +1
2S+1 = 1
gap between HOMO and LUMO = 7.2531 eV
HOMO energy = -10.9 eV
F_max = 6.555 eV/Å

---

# 7
Entry from the Open Molecules 2025 dataset: a cluster of 2 separate species, ClH3NO2P in total at a distorted geometry (ωB97M-V/def2-TZVPD).

The geometry in XYZ format:
```
8
ClH3NO2P | the Open Molecules 2025 dataset | ωB97M-V/def2-TZVPD
N 0.14 0.17 1.23
O -0.04 -1.03 0.40
P 0.57 -1.80 -0.90
O 1.74 -1.05 -1.31
H -0.45 -0.12 1.99
H 1.20 0.19 1.25
Cl 3.20 0.53 0.78
H 2.44 0.04 -0.14
```

Properties
energy above the lowest of the compared OMol25 structures with the same formula, charge and spin = 288.8 kJ/mol
2S+1 = 1
gap between HOMO and LUMO = 9.8217 eV
SMILES = NOP=O.Cl
HOMO energy = -10.2 eV
F_max = 3.047 eV/Å

---

# 8
Entry from the Open Molecules 2025 dataset: a cluster of 2 separate species, C3HCl2NS in total at a distorted geometry (ωB97M-V/def2-TZVPD).

The geometry in XYZ format:
```
8
C3HCl2NS | the Open Molecules 2025 dataset | ωB97M-V/def2-TZVPD
C 1.29 0.06 0.71
C -1.18 0.43 0.06
C 0.84 -0.38 -0.52
N 1.53 0.34 1.77
S -1.48 1.39 1.19
Cl -2.21 -0.25 -1.12
Cl 0.37 -2.01 -0.86
H 0.84 0.41 -1.24
```

Properties
energy above the lowest of the compared OMol25 structures with the same formula, charge and spin = 224.4 kJ/mol
2S+1 = 1
gap between HOMO and LUMO = 8.0319 eV
HOMO energy = -9.0 eV
F_max = 4.078 eV/Å